No. 1
Entry from OMol25: 6 unconnected molecules or ions with the total composition C31H56F5NO13PS5 (the ωB97M-V functional and the def2-TZVPD basis).

Results
* molecular weight: 937.08 g mol⁻¹
* total charge: +1
* LUMO level: -2.724 eV
* total energy: -138207.9018 eV
* spin multiplicity: 1
* highest occupied orbital energy: -11.956 eV

XYZ file:
```
112
Properties=species:S:1:pos:R:3:forces:R:3:mulliken_charge:R:1
C 5.018797 0.019106 0.919454 0.0 0.1 0.2 -1.276
C 3.811392 0.084751 -0.020956 0.1 0.3 -0.1 -0.493
C 2.445399 0.023550 0.709572 0.2 0.0 0.0 0.130
P 1.530677 -1.518351 0.827344 -0.1 0.0 -0.2 0.577
C 1.407920 -1.952280 2.570583 0.0 -0.2 0.2 -0.673
C 2.750380 -2.274741 3.217153 0.1 0.5 0.1 -0.207
O 3.143159 -3.392942 3.354992 0.0 -0.3 0.0 -0.480
N 0.074712 -1.306122 0.096334 -0.1 -0.1 0.4 0.739
C -0.709396 -0.129854 0.656565 0.0 0.0 -0.2 0.090
C -0.878100 1.005925 -0.280037 -0.1 0.0 -0.2 -1.498
O -1.159615 -0.252711 1.751251 0.1 0.2 0.3 -0.393
C -0.819917 -2.449165 -0.274753 0.1 0.4 0.0 0.311
C -1.817861 -2.913390 0.735913 -0.2 -0.1 0.0 -1.217
O -0.710904 -2.848650 -1.384425 0.0 -0.3 -0.2 -0.408
C 2.478468 -2.887778 -0.073076 -0.5 0.1 0.1 0.527
F 3.698655 -2.818237 0.474181 0.4 -0.1 0.2 -0.274
F 2.546545 -2.537656 -1.356642 0.1 0.1 -0.5 -0.249
C 1.964478 -4.368147 0.013592 -0.2 0.0 0.0 0.660
F 2.985705 -5.203256 0.105283 -0.3 0.2 0.0 -0.241
F 1.225980 -4.663062 -1.053121 0.4 -0.1 0.3 -0.199
F 1.180966 -4.490936 1.107478 0.2 -0.1 -0.2 -0.226
H 5.886737 -0.417609 0.423451 -0.1 0.0 0.1 0.361
H 4.816069 -0.558782 1.828178 0.1 -0.1 -0.2 0.204
H 5.293288 1.027896 1.239767 -0.1 -0.1 0.0 0.386
H 3.795162 1.068483 -0.494997 0.2 -0.2 0.0 0.271
H 3.906011 -0.640489 -0.827716 -0.2 0.0 0.1 0.471
H 1.761256 0.726572 0.222889 0.0 0.0 0.1 -0.432
H 2.572773 0.357039 1.747744 0.0 0.1 -0.2 0.619
H 0.756261 -2.818242 2.699995 0.0 0.1 -0.1 0.449
H 0.961745 -1.070064 3.046861 0.0 -0.1 0.0 0.726
H 3.330807 -1.408020 3.582982 0.0 0.0 0.0 0.420
H -0.833745 1.946442 0.271731 -0.1 -0.1 -0.1 0.083
H -1.888245 0.914158 -0.706552 0.1 0.1 0.1 0.449
H -0.161332 0.991115 -1.095071 0.0 0.0 0.0 0.731
H -2.202504 -3.877377 0.400589 0.0 0.1 0.1 0.401
H -1.407037 -2.979747 1.743442 0.0 0.0 -0.1 0.256
H -2.642699 -2.194464 0.772467 0.1 -0.1 0.0 0.384
C 2.339533 5.761726 -2.093711 0.0 0.0 0.0 -0.548
C 2.420187 6.414843 -0.706597 0.0 0.0 0.0 -0.640
C 2.180125 5.312071 0.332624 -0.1 0.1 0.0 -0.671
S 2.763981 3.794167 -0.428447 0.1 0.0 0.0 1.172
O 1.653530 2.876735 -0.601102 0.0 -0.1 0.0 -0.550
O 3.939677 3.301706 0.251875 0.0 0.0 0.0 -0.765
C 3.194841 4.500195 -2.012257 -0.1 0.1 -0.1 -0.823
H 2.697604 6.426571 -2.877121 0.0 0.0 0.0 0.380
H 1.306388 5.496338 -2.326438 0.0 0.0 0.0 0.277
H 3.409652 6.851056 -0.561187 0.0 0.0 0.0 0.298
H 1.688763 7.212391 -0.593817 0.0 0.0 0.0 0.354
H 2.734373 5.451968 1.257245 0.0 0.0 0.0 0.397
H 1.122324 5.169106 0.549633 0.0 0.0 0.0 0.311
H 2.992427 3.762722 -2.785715 0.0 0.0 0.0 0.412
H 4.259667 4.729389 -1.976401 0.0 0.0 0.0 0.398
C -1.192092 -4.191983 -5.654130 0.0 0.1 0.0 -0.693
C -1.862294 -3.617298 -4.395768 0.0 0.0 -0.1 -0.248
C -2.977555 -2.684304 -4.867149 0.0 0.0 0.2 -0.229
S -3.507051 -3.290575 -6.476874 0.0 0.1 0.2 1.154
O -3.156057 -2.287612 -7.452576 0.0 0.0 -0.1 -0.584
O -4.852887 -3.790001 -6.398422 0.0 0.0 -0.1 -0.693
C -2.324101 -4.633846 -6.579595 0.1 0.0 0.1 -0.772
H -0.523791 -5.018426 -5.417392 0.0 0.0 0.0 0.375
H -0.603429 -3.416937 -6.149953 0.0 0.0 0.0 0.320
H -2.278807 -4.432393 -3.801025 0.0 0.0 0.0 0.174
H -1.160577 -3.074919 -3.765486 0.0 -0.1 0.0 0.133
H -3.846887 -2.665706 -4.214399 0.0 0.0 0.0 0.477
H -2.615218 -1.670059 -5.024109 0.0 0.0 0.0 -0.086
H -2.035800 -4.752385 -7.621243 0.0 0.0 0.0 0.436
H -2.824059 -5.533866 -6.222679 0.0 0.0 0.0 0.360
C 1.636929 -3.558187 8.251158 0.0 0.0 -0.1 -0.541
C 2.883096 -4.075541 7.515938 0.0 0.1 0.0 -0.764
C 3.526768 -2.874408 6.816262 0.1 -0.2 0.0 0.293
S 3.079933 -1.423830 7.780370 0.1 -0.1 0.0 1.119
O 2.232229 -0.598008 6.948666 -0.1 0.0 0.0 -0.630
O 4.238779 -0.856130 8.412312 0.0 0.1 0.0 -0.681
C 2.062374 -2.285376 8.975841 0.0 -0.1 0.0 -0.714
H 1.238861 -4.296166 8.945343 0.0 0.0 0.0 0.346
H 0.851226 -3.319988 7.530385 0.0 0.0 0.0 0.271
H 3.585749 -4.501248 8.233753 0.0 0.0 0.0 0.316
H 2.633077 -4.856991 6.800022 0.0 0.0 0.0 0.367
H 4.610951 -2.932317 6.760508 0.0 0.0 0.0 0.467
H 3.120375 -2.705987 5.824047 0.0 -0.1 0.0 -0.608
H 1.242019 -1.631496 9.261795 0.0 0.0 0.0 0.401
H 2.693988 -2.494322 9.838776 0.0 0.0 0.0 0.354
C -2.432192 0.811932 -6.822069 0.0 0.1 0.0 -0.067
C -3.463466 1.907823 -7.118778 0.0 0.0 0.1 -0.823
C -3.443925 2.879118 -5.929738 -0.1 0.0 -0.1 -0.768
S -1.779059 2.795540 -5.244865 0.0 -0.1 -0.1 1.109
O -1.843502 2.228101 -3.917279 0.0 0.0 0.1 -0.541
O -1.079560 4.036975 -5.453136 0.0 0.1 0.1 -0.698
C -1.173355 1.536637 -6.361312 0.0 -0.1 -0.1 -0.817
H -2.236784 0.181747 -7.686212 -0.1 0.0 0.0 0.462
H -2.802747 0.164840 -6.025733 0.0 0.0 0.0 -0.243
H -3.188691 2.432453 -8.035328 0.0 0.0 0.0 0.346
H -4.459200 1.492824 -7.263285 0.0 0.0 0.0 0.361
H -3.640283 3.913203 -6.201103 0.0 0.0 0.0 0.431
H -4.121112 2.570049 -5.135742 0.0 0.0 0.0 0.356
H -0.468580 0.915377 -5.812807 0.0 0.0 0.0 0.424
H -0.666373 2.041260 -7.183546 0.0 0.0 0.0 0.380
C -3.697741 3.019692 4.467166 0.0 0.0 0.0 -0.710
C -5.050203 3.390967 3.842149 0.0 0.0 0.0 -0.601
C -4.803843 3.679820 2.356805 -0.1 0.0 0.0 -0.788
S -3.384888 2.679851 1.888720 0.1 -0.1 0.1 1.321
O -2.285306 3.543285 1.521278 0.0 0.0 0.0 -0.667
O -3.777005 1.625238 0.984576 0.0 0.0 -0.1 -0.732
C -3.064255 2.007555 3.518612 0.0 0.0 0.1 -0.591
H -3.812727 2.605899 5.467420 0.0 0.0 0.0 0.367
H -3.062673 3.904656 4.542221 0.0 0.0 0.0 0.322
H -5.745238 2.556240 3.946553 0.0 0.0 0.0 0.299
H -5.497698 4.253760 4.331864 0.0 0.0 0.0 0.339
H -5.633643 3.399458 1.713060 0.0 0.0 0.0 0.351
H -4.527302 4.716634 2.175476 0.0 0.0 0.0 0.362
H -1.989959 1.887309 3.632182 0.0 0.0 -0.1 0.349
H -3.559494 1.038112 3.567448 0.0 0.0 0.0 0.369
```
Forces are in eV/Å.

=====

No. 2
Entry from OMol25: a molecular structure, C31H56N3NiO3P2 at a distorted geometry (the ωB97M-V functional and the def2-TZVPD basis).

Results
* molecular weight: 639.45 g mol⁻¹
* total charge: +1
* LUMO level (alpha / beta): -2.100 / -3.561 eV
* total energy: -103282.6308 eV
* spin multiplicity: 3
* highest occupied orbital energy (alpha / beta): -9.047 / -10.158 eV

XYZ file:
```
96
Properties=species:S:1:pos:R:3:forces:R:3:mulliken_charge:R:1
C 2.125117 -1.367386 -1.005060 -0.6 0.3 0.0 0.263
C 1.210688 0.575704 -2.021464 0.4 -0.8 0.4 -0.867
C 3.152946 -1.405581 -1.954844 -0.1 0.0 0.0 -0.770
C 2.109428 0.430905 -3.130793 -0.8 0.6 1.3 -1.014
C 3.124034 -0.505914 -3.027415 -0.2 -0.2 0.0 -1.119
H 3.927042 -2.165913 -1.847749 -0.1 0.3 -0.2 0.575
H 2.030656 1.185031 -3.913165 0.3 -0.3 0.0 0.534
H 3.891010 -0.529407 -3.791146 0.0 -0.1 0.0 0.463
N 1.184541 -0.417602 -1.037268 0.5 1.3 -0.8 1.398
P 0.226060 -2.410587 0.718186 0.2 -1.0 -0.5 -0.347
P -0.182915 2.031030 -0.129680 -0.5 0.5 0.8 0.579
C 1.980625 -2.398844 0.106433 0.1 0.1 -0.3 -1.928
H 2.316573 -3.380385 -0.256907 -0.1 0.2 0.2 0.653
H 2.622913 -2.110132 0.954082 -0.2 0.0 -0.2 0.831
C -1.295310 -0.186971 1.962756 -4.3 1.2 4.4 0.315
O -2.092052 -0.093573 2.839569 3.5 -0.6 -3.5 -0.538
C 0.449141 1.777259 -1.755170 -2.0 -1.1 -4.2 -1.007
H 0.049600 2.353365 -2.714782 1.2 -1.1 2.3 0.627
C -1.840298 3.070781 -0.146707 0.6 -0.2 -0.2 2.716
C 1.255293 3.198568 0.129387 -0.2 0.4 0.0 2.309
C -0.664543 -3.589483 -0.465614 0.2 -0.1 0.4 2.386
C 0.383000 -3.224462 2.386739 0.1 -0.1 0.0 2.824
C -3.007990 2.226302 0.372382 -0.1 -0.1 0.1 -2.013
H -2.851416 1.887424 1.399463 0.0 0.1 -0.1 0.329
H -3.917789 2.843401 0.351604 0.2 -0.1 0.0 0.566
H -3.200056 1.349551 -0.239127 0.0 0.0 0.0 0.324
C -1.758945 4.285512 0.782057 -0.1 0.3 0.1 -1.942
H -1.497754 4.003483 1.807995 0.0 0.0 -0.2 0.300
H -1.070304 5.059777 0.435299 -0.1 -0.2 0.1 0.332
H -2.752976 4.754138 0.825233 0.1 -0.2 -0.1 0.566
C -2.155127 3.509086 -1.566673 -0.3 0.5 -0.2 -1.673
H -3.040358 4.168701 -1.541646 0.2 -0.3 -0.1 0.622
H -1.351735 4.099279 -2.021301 -0.1 -0.2 0.0 0.187
H -2.386509 2.650195 -2.210520 0.1 0.3 0.2 0.043
C 1.204786 3.787125 1.530901 0.4 0.3 0.4 -1.815
H 0.902548 3.029859 2.264139 0.0 0.2 -0.1 0.140
H 2.218860 4.117486 1.783234 -0.1 0.1 0.1 0.535
H 0.547896 4.655127 1.607614 0.2 -0.2 0.0 0.282
C 2.557610 2.405085 -0.009877 0.3 -0.2 0.2 -1.450
H 2.599171 1.579364 0.712650 0.0 0.1 -0.2 0.000
H 2.732803 2.025785 -1.020471 0.0 0.2 0.3 0.173
H 3.379976 3.090552 0.221848 0.0 0.0 0.0 0.755
C 1.227316 4.281724 -0.958940 0.5 0.6 0.1 -1.757
H 1.216686 3.877683 -1.977676 0.1 0.1 0.3 0.207
H 0.397342 4.987275 -0.857885 0.1 -0.2 0.0 0.264
H 2.156134 4.857376 -0.869496 -0.1 0.1 0.0 0.555
C -0.993395 -3.663360 2.903126 0.0 -0.1 0.2 -1.846
H -0.854881 -4.047502 3.924273 -0.1 0.1 -0.2 0.577
H -1.688732 -2.816324 2.960866 0.1 -0.2 0.0 0.225
H -1.448954 -4.464254 2.311579 0.1 0.2 0.1 0.315
C 0.915913 -2.152263 3.338574 0.0 0.2 0.1 -1.941
H 1.891368 -1.763252 3.029095 -0.2 -0.1 0.0 0.214
H 0.225602 -1.305009 3.403896 0.3 -0.1 0.1 0.246
H 1.016770 -2.592326 4.340897 0.0 0.0 -0.1 0.716
C 1.372623 -4.395020 2.414353 0.0 -0.3 0.2 -1.792
H 2.367068 -4.110196 2.054930 -0.2 0.0 0.1 0.281
H 1.478761 -4.711159 3.460425 0.1 0.0 -0.1 0.567
H 1.034818 -5.267506 1.852590 0.1 0.2 0.1 0.334
C -0.273493 -3.241095 -1.906362 0.0 0.2 -0.1 -1.564
H 0.778175 -3.466775 -2.118110 -0.2 0.0 0.0 0.197
H -0.892370 -3.840668 -2.590422 0.2 0.1 0.1 0.714
H -0.455378 -2.182715 -2.128370 0.1 -0.3 0.1 -0.239
C -2.178553 -3.375322 -0.311756 -0.1 -0.1 -0.1 -1.536
H -2.478552 -2.387673 -0.671429 0.1 -0.3 0.1 0.023
H -2.699090 -4.126722 -0.921939 0.0 0.1 0.2 0.539
H -2.520661 -3.471505 0.723732 0.0 -0.1 -0.2 0.236
C -0.317256 -5.059744 -0.224399 -0.2 -0.3 -0.3 -2.054
H 0.759912 -5.254272 -0.312022 -0.2 0.0 0.1 0.307
H -0.687082 -5.445393 0.732450 0.2 0.1 -0.3 0.397
H -0.814347 -5.649879 -1.009759 0.1 0.1 0.1 0.532
Ni -0.456119 -0.306564 0.402079 1.0 0.2 -0.1 0.800
N -1.872854 -0.393660 -1.066336 -0.4 3.3 -7.5 -0.076
C -1.941672 0.062059 -2.209058 1.5 -2.5 6.3 -0.385
C -2.230825 0.243566 -3.679975 1.8 0.8 2.0 2.597
C -1.542761 1.364324 -4.488129 -0.1 0.2 -0.2 -1.689
C -1.760423 -1.082015 -4.223281 -0.3 -0.7 -0.3 -1.928
C -3.714840 0.454260 -3.517996 -1.0 -0.2 -0.2 -1.704
H -1.747887 2.382616 -4.142064 0.0 -0.3 0.1 0.288
H -0.456148 1.239213 -4.610689 -0.4 -0.1 0.2 0.258
H -1.975250 1.295170 -5.498541 0.1 0.0 0.2 0.573
H -2.156896 -1.871963 -3.577174 0.1 -0.1 -0.4 0.448
H -2.173830 -1.158856 -5.221574 0.1 -0.4 -0.4 0.599
H -0.658930 -1.161061 -4.248414 -0.5 0.1 0.0 0.208
H -4.037772 1.240582 -4.186808 -0.5 0.0 -0.2 0.387
H -4.152209 -0.512479 -3.742464 -0.7 0.1 -0.1 0.460
H -3.986271 0.724748 -2.478180 0.0 0.0 -0.8 0.324
N 2.067634 1.263681 5.914390 0.8 0.1 1.2 -0.197
C 2.978924 1.314098 4.739051 0.0 0.0 0.0 -0.932
C 2.047473 0.973495 3.579792 -0.1 -1.0 -2.5 1.115
O 0.822791 1.208340 3.820146 0.7 -0.1 0.1 -0.885
O 2.571802 0.483094 2.539245 -0.8 1.0 1.9 -0.717
H 1.107312 1.368808 5.468969 0.0 0.0 -0.4 0.295
H 2.292097 1.995434 6.586845 -0.3 -0.1 0.1 0.344
H 2.155543 0.362782 6.392133 -0.2 0.2 -0.1 0.345
H 3.371342 2.327627 4.636971 -0.1 -0.1 0.0 0.300
H 3.797801 0.604900 4.834685 -0.1 0.0 0.0 0.310
```
Forces are in eV/Å.